[1]
Below is a molecular structure, C33H32BF4N2PtSb at a distorted geometry, with properties calculated with ωB97M-V with the def2-TZVPD basis set.

XYZ file:
```
74
Properties=species:S:1:pos:R:3:lowdin_charge:R:1
Pt 1.665 -0.209 -0.459 1.042
C -0.142 0.870 4.761 -0.082
C -0.521 0.308 3.396 -0.204
C 0.042 -1.065 3.127 -0.182
C -0.511 -2.140 3.822 -0.053
C -0.130 -3.440 3.558 -0.075
C 0.799 -3.697 2.560 -0.029
C 1.380 -2.665 1.842 -0.192
C 2.368 -2.981 0.752 -0.206
C 3.822 -2.915 1.198 -0.073
C 1.027 -1.350 2.175 -0.203
N 1.660 -0.282 1.470 -0.144
C 2.219 0.732 2.116 -0.025
C 2.730 1.773 1.311 -0.285
C 3.412 2.992 1.428 -0.028
C 3.588 3.459 0.131 -0.066
C 3.024 2.516 -0.744 -0.110
N 2.495 1.528 -0.030 -0.129
H -0.580 1.855 4.909 0.077
H 0.937 0.965 4.881 0.065
H -0.489 0.221 5.563 0.073
H -0.235 1.005 2.605 0.099
H -1.611 0.227 3.335 0.118
H -1.277 -1.940 4.560 0.120
H -0.578 -4.260 4.102 0.108
H 1.069 -4.717 2.321 0.118
H 2.216 -2.267 -0.091 0.053
H 2.123 -3.953 0.319 0.120
H 4.060 -1.929 1.595 0.075
H 4.488 -3.096 0.357 0.079
H 4.022 -3.652 1.978 0.079
H 2.276 0.705 3.194 0.133
H 3.718 3.469 2.341 0.101
H 4.074 4.369 -0.169 0.095
H 2.998 2.501 -1.819 0.114
F 4.250 -0.558 -1.332 0.100
B 3.764 -0.287 -2.613 -1.263
F 2.334 0.058 -2.354 -0.145
F 4.334 0.835 -3.152 0.163
F 3.812 -1.366 -3.437 0.179
C -4.187 -2.230 1.138 -0.080
C -2.838 -2.448 1.363 -0.072
C -1.893 -1.771 0.604 -0.132
C -2.288 -0.874 -0.378 -0.378
C -3.648 -0.663 -0.598 -0.117
C -4.593 -1.339 0.156 -0.085
Sb -0.771 0.116 -1.451 1.521
C -1.359 -0.106 -3.468 -0.366
C -2.168 0.807 -4.137 -0.125
C -2.557 0.577 -5.449 -0.083
C -2.150 -0.575 -6.102 -0.085
C -1.352 -1.494 -5.443 -0.082
C -0.958 -1.260 -4.136 -0.129
C -1.265 2.133 -1.112 -0.378
C -1.910 2.516 0.059 -0.124
C -2.119 3.857 0.341 -0.083
C -1.679 4.829 -0.540 -0.083
C -1.025 4.459 -1.705 -0.078
C -0.814 3.118 -1.986 -0.137
H -4.926 -2.758 1.724 0.103
H -2.515 -3.145 2.124 0.094
H -0.839 -1.951 0.785 0.064
H -3.977 0.030 -1.365 0.103
H -5.646 -1.174 -0.022 0.103
H -2.516 1.702 -3.638 0.091
H -3.182 1.299 -5.957 0.104
H -2.451 -0.755 -7.125 0.104
H -1.023 -2.391 -5.950 0.106
H -0.304 -1.975 -3.649 0.098
H -2.268 1.769 0.758 0.091
H -2.625 4.143 1.255 0.104
H -1.838 5.875 -0.320 0.103
H -0.669 5.211 -2.394 0.105
H -0.275 2.847 -2.886 0.105
```

Results
- highest occupied orbital energy (eV) = -7.8
- orbital gap (eV) = 7.24
- energy above the lowest of the compared OMol25 structures with the same formula, charge and spin (kJ/mol) = 78.4
- strongest force on any atom (eV Å⁻¹) = 1.7

=====

[2]
Below is a molecular structure, C33H32BrF5N5O2SeTa, with properties calculated with ωB97M-V with the def2-TZVPD basis set.

XYZ file:
```
80
Properties=species:S:1:pos:R:3:lowdin_charge:R:1
Ta -0.423 0.387 -0.105 1.371
O 0.899 -5.710 2.744 -0.002
C 0.725 -5.698 1.515 -0.673
O 0.939 -6.470 0.584 0.041
C 0.096 -4.345 1.060 -0.046
C 0.128 -3.964 -0.275 0.101
C -0.054 -2.630 -0.578 -0.188
N -0.323 -1.728 0.386 -0.060
C -0.487 -2.126 1.660 -0.203
C -0.283 -3.430 2.033 0.090
C -0.788 -1.026 2.574 -0.172
C -1.043 -1.178 3.921 0.055
C -1.333 -0.055 4.680 0.036
C -1.353 1.201 4.078 0.001
C -1.077 1.298 2.740 -0.112
N -0.791 0.203 1.987 -0.059
C 0.113 -2.024 -1.900 -0.183
C 0.319 -2.743 -3.059 0.060
C 0.464 -2.065 -4.258 0.037
C 0.405 -0.677 -4.271 0.010
C 0.200 -0.009 -3.090 -0.091
N 0.059 -0.663 -1.909 -0.120
H 0.412 -4.724 -0.996 0.141
H -0.292 -3.785 3.059 0.138
H -1.031 -2.164 4.362 0.142
H -1.549 -0.157 5.736 0.141
H -1.590 2.093 4.640 0.137
H -1.091 2.252 2.229 0.102
H 0.354 -3.822 -3.020 0.139
H 0.620 -2.615 -5.178 0.141
H 0.512 -0.114 -5.187 0.136
H 0.143 1.070 -3.063 0.089
C 5.799 -1.642 2.947 -0.088
C 5.478 -2.932 2.194 -0.223
C 4.420 -2.789 1.100 -0.166
C 2.970 -2.805 1.565 -0.123
N 2.594 -1.663 2.415 0.019
C 2.406 -0.399 2.017 -0.570
Se 2.222 0.109 0.201 0.816
N 2.289 0.400 3.091 0.012
C 2.254 1.871 3.109 -0.137
C 3.535 2.467 3.682 -0.166
C 4.784 2.208 2.846 -0.235
C 4.747 2.849 1.463 -0.092
C 2.331 -0.397 4.231 -0.158
C 2.195 -0.084 5.582 0.002
C 2.233 -1.145 6.463 -0.038
C 2.402 -2.471 6.024 -0.029
C 2.546 -2.782 4.688 0.033
C 2.502 -1.709 3.798 -0.164
H 6.709 -1.756 3.535 0.086
H 5.012 -1.342 3.642 0.055
H 5.970 -0.821 2.244 0.070
H 5.180 -3.724 2.889 0.116
H 6.394 -3.289 1.721 0.117
H 4.498 -3.630 0.407 0.130
H 4.614 -1.887 0.509 0.100
H 2.767 -3.704 2.150 0.128
H 2.300 -2.813 0.716 0.090
H 1.391 2.171 3.702 0.115
H 2.100 2.200 2.082 0.084
H 3.683 2.091 4.696 0.109
H 3.369 3.544 3.774 0.131
H 4.956 1.128 2.767 0.082
H 5.639 2.599 3.399 0.122
H 4.008 2.385 0.805 0.018
H 5.715 2.760 0.971 0.084
H 4.511 3.914 1.532 0.086
H 2.070 0.933 5.929 0.122
H 2.135 -0.954 7.524 0.122
H 2.427 -3.267 6.756 0.125
H 2.676 -3.806 4.359 0.129
F -2.656 -0.782 -1.873 0.072
C -2.539 -0.371 -0.580 -0.449
F -2.936 -1.399 0.215 0.081
C -3.556 0.771 -0.366 -0.615
F -4.788 0.355 -0.192 0.226
F -3.501 1.640 -1.371 0.151
F -3.162 1.433 0.766 0.075
Br -0.405 2.718 -0.719 0.347
```

Results
- total charge = +2
- highest occupied orbital energy (eV) = -13.3
- orbital gap (eV) = 4.38
- energy above the lowest of the compared OMol25 structures with the same formula, charge and spin (kJ/mol) = 19.9
- strongest force on any atom (eV Å⁻¹) = 0.7

=====

[3]
Below is a molecular structure, C33H32BrN5O3RuS at a distorted geometry, with properties calculated with ωB97M-V with the def2-TZVPD basis set.

XYZ file:
```
76
Properties=species:S:1:pos:R:3:mulliken_spin:R:1
Ru 0.042 -2.307 0.293 0.995
N 1.441 -2.207 1.849 -0.015
C 2.686 -2.965 1.630 -0.009
C 2.412 -4.464 1.636 0.005
C 1.772 -5.019 0.362 0.001
O 2.237 -6.029 -0.145 0.013
O 0.740 -4.382 -0.084 0.054
H 1.657 -1.220 1.937 0.011
H 1.016 -2.515 2.720 0.001
H 3.406 -2.733 2.421 0.001
H 3.104 -2.630 0.681 0.004
H 1.738 -4.693 2.471 -0.001
H 3.335 -5.016 1.803 0.000
C 1.068 -0.801 -0.320 0.031
C 1.493 0.394 -0.270 -0.041
C 2.035 1.643 -0.219 -0.001
C 1.593 2.703 -1.141 -0.008
C 1.143 2.411 -2.436 -0.020
C 0.687 3.407 -3.283 0.010
C 0.657 4.734 -2.873 -0.019
C 1.087 5.044 -1.590 0.008
C 1.544 4.049 -0.741 -0.016
C 3.066 1.947 0.796 0.006
C 4.082 2.887 0.565 -0.018
C 5.070 3.134 1.505 0.011
C 5.086 2.455 2.716 -0.020
C 4.093 1.517 2.964 0.012
C 3.107 1.273 2.024 -0.017
H 1.178 1.382 -2.769 0.001
H 0.362 3.149 -4.285 0.000
H 0.306 5.511 -3.541 -0.001
H 1.061 6.071 -1.242 0.001
H 1.858 4.313 0.262 0.000
H 4.111 3.411 -0.381 -0.001
H 5.845 3.859 1.282 0.001
H 5.857 2.651 3.450 -0.002
H 4.082 0.976 3.903 0.001
H 2.334 0.549 2.231 -0.012
C -2.627 3.857 -0.342 0.000
N -2.878 2.446 -0.521 0.000
C -2.116 1.439 0.007 -0.003
N -1.120 1.835 0.879 0.002
O -2.312 0.269 -0.265 0.003
H -3.415 4.419 -0.841 0.000
H -1.670 4.170 -0.772 0.000
H -2.644 4.124 0.717 0.000
H -3.528 2.135 -1.221 0.000
H -0.667 2.713 0.673 -0.001
H -0.458 1.080 1.003 0.012
N -1.702 -4.883 -0.881 0.005
C -1.949 -3.765 -1.581 -0.005
N -1.265 -2.654 -1.478 -0.003
C -1.731 -1.712 -2.404 -0.008
C -1.138 -0.486 -2.672 0.013
C -1.706 0.336 -3.626 0.002
C -2.856 -0.043 -4.320 0.000
C -3.439 -1.274 -4.085 0.000
C -2.855 -2.101 -3.136 -0.001
S -3.297 -3.727 -2.702 0.000
H -0.737 -4.963 -0.522 0.001
H -2.198 -5.717 -1.134 0.000
H -0.267 -0.208 -2.099 0.001
H -1.256 1.297 -3.831 0.001
H -3.289 0.622 -5.057 0.000
H -4.318 -1.590 -4.634 0.000
Br -5.077 -1.377 4.680 0.002
C -3.628 -1.675 3.475 0.043
C -3.866 -2.282 2.255 -0.018
C -2.805 -2.485 1.386 0.041
C -1.483 -2.124 1.691 -0.098
C -1.311 -1.500 2.936 0.059
C -2.357 -1.268 3.824 -0.026
H -4.870 -2.577 1.978 -0.002
H -3.037 -2.928 0.427 0.008
H -0.340 -1.122 3.245 0.007
H -2.180 -0.767 4.767 -0.002
```

Results
- total charge = -1
- highest occupied orbital energy (spin up / spin down) (eV) = -3.5 / -3.6
- orbital gap (spin up / spin down) (eV) = 5.94 / 6.02
- multiplicity = 2
- energy above the lowest of the compared OMol25 structures with the same formula, charge and spin (kJ/mol) = 192.3
- strongest force on any atom (eV Å⁻¹) = 1.2

=====

[4]
Below is a molecular structure, C33H32N5O2SSe2Te2W, with properties calculated with ωB97M-V with the def2-TZVPD basis set.

XYZ file:
```
78
Properties=species:S:1:pos:R:3:lowdin_charge:R:1
W 1.082 0.192 0.395 0.757
C -4.542 -2.349 0.416 -0.048
O -3.857 -2.024 1.625 -0.040
C -2.571 -2.427 1.682 -0.578
O -1.997 -2.970 0.765 0.077
N -2.069 -2.127 2.904 -0.016
N -0.750 -2.430 3.226 0.054
H -5.548 -1.957 0.535 0.095
H -4.572 -3.429 0.274 0.100
H -4.053 -1.890 -0.444 0.080
H -2.675 -1.679 3.573 0.152
H -0.721 -3.055 4.022 0.097
H -0.239 -1.578 3.433 0.029
Se 3.113 -0.669 1.663 -0.085
Te 4.733 1.251 1.931 0.292
Te 2.780 3.020 1.341 0.722
Se -0.464 0.837 1.890 0.235
N 2.147 1.785 -0.181 -0.735
C 2.897 1.847 -1.384 -0.510
C 3.404 0.682 -1.961 -0.079
C 4.120 0.733 -3.148 -0.075
C 4.361 1.953 -3.768 -0.093
C 3.872 3.118 -3.192 -0.082
C 3.137 3.067 -2.016 -0.097
H 3.275 -0.266 -1.449 0.070
H 4.518 -0.180 -3.571 0.110
H 4.940 1.997 -4.680 0.107
H 4.058 4.076 -3.659 0.112
H 2.762 3.981 -1.573 0.088
N 0.178 0.560 -1.452 -0.432
S -0.230 2.014 -2.048 1.121
C -1.892 2.341 -1.493 -0.422
C -2.358 3.644 -1.612 -0.072
C -3.641 3.936 -1.179 -0.055
C -4.429 2.937 -0.621 -0.052
C -3.942 1.643 -0.490 -0.052
C -2.663 1.337 -0.928 -0.115
C -0.440 1.675 -3.781 -0.366
C 0.725 1.671 -4.537 -0.064
C 0.640 1.383 -5.889 -0.056
C -0.594 1.108 -6.466 -0.059
C -1.748 1.113 -5.695 -0.061
C -1.680 1.395 -4.339 -0.055
H -0.297 -0.194 -1.939 0.023
H -1.727 4.415 -2.037 0.120
H -4.022 4.944 -1.267 0.115
H -5.427 3.171 -0.275 0.114
H -4.555 0.876 -0.036 0.108
H -2.254 0.342 -0.808 0.088
H 1.679 1.892 -4.073 0.083
H 1.538 1.383 -6.493 0.116
H -0.657 0.897 -7.525 0.114
H -2.707 0.904 -6.150 0.115
H -2.578 1.413 -3.736 0.112
N 0.781 -1.588 -0.016 -0.119
C 0.582 -2.696 -0.622 -0.240
C 0.987 -3.978 -0.054 -0.156
C 0.892 -5.141 -0.822 0.001
C 1.298 -6.353 -0.293 -0.055
C 1.803 -6.405 1.000 -0.053
C 1.904 -5.249 1.766 -0.052
C 1.496 -4.037 1.245 -0.028
C -0.016 -2.620 -1.990 -0.210
C 0.792 -2.162 -3.031 -0.035
C 0.275 -2.061 -4.314 -0.065
C -1.049 -2.399 -4.553 -0.073
C -1.852 -2.854 -3.515 -0.056
C -1.338 -2.980 -2.233 -0.021
H 0.508 -5.089 -1.832 0.120
H 1.227 -7.255 -0.885 0.111
H 2.123 -7.352 1.413 0.112
H 2.298 -5.298 2.772 0.112
H 1.546 -3.135 1.838 0.054
H 1.821 -1.888 -2.833 0.116
H 0.904 -1.714 -5.123 0.109
H -1.453 -2.315 -5.553 0.109
H -2.881 -3.126 -3.712 0.110
H -1.946 -3.332 -1.408 0.101
```

Results
- total charge = +1
- highest occupied orbital energy (eV) = -9.6
- orbital gap (eV) = 5.98
- energy above the lowest of the compared OMol25 structures with the same formula, charge and spin (kJ/mol) = 0.0
- strongest force on any atom (eV Å⁻¹) = 0.4